{"formula": "C4H8S", "method": "the ωB97M-V functional and the def2-TZVPD basis", "smiles": "C[C@@H]1C[C@H]1S", "total_energy_ha": -555.325462, "homo_ha": -0.3292, "relative_energy_kj_mol": 116.8, "symbols": ["C", "C", "C", "C", "S", "H", "H", "H", "H", "H", "H", "H", "H"], "coordinates": [[-1.027631, -0.889768, -1.074059], [-0.146248, 0.177624, -0.369614], [1.164998, 0.257656, 0.288889], [-0.025862, 0.582942, 1.098464], [-0.313090, 2.338480, 1.401809], [-1.345510, -0.720467, -2.054171], [-1.823260, -1.299185, -0.532605], [-0.442787, -1.792508, -1.278180], [-0.325706, 1.074193, -0.952044], [1.650491, -0.744553, 0.446592], [1.847800, 1.044598, 0.156857], [-0.332769, -0.046189, 1.864544], [0.405343, 2.327762, 2.631160]], "forces_ev_per_angstrom": [[3.1588, -1.6114, 1.2716], [-2.1894, 1.7975, -1.3127], [1.0994, -3.3645, 0.4830], [-0.2793, 1.0047, -1.4965], [0.8286, -0.5204, 1.7733], [-0.5948, 1.4463, -1.3748], [-1.3968, 0.0090, 1.1845], [0.4315, -0.1525, 0.3226], [0.1033, 0.3488, 0.0820], [-0.3951, 1.0912, 0.2035], [0.6982, 0.8474, -0.7395], [-0.5921, -1.1566, 1.1131], [-0.8723, 0.2603, -1.5102]]}

=====

{"formula": "C5H12O2", "method": "the ωB97M-V functional and the def2-TZVPD basis", "total_energy_ha": -347.979602, "homo_ha": -0.2573, "relative_energy_kj_mol": 591.3, "symbols": ["C", "C", "C", "C", "C", "H", "H", "H", "H", "H", "H", "H", "H", "H", "H", "O", "H", "H", "O"], "coordinates": [[-3.709024, -0.368741, 0.997354], [-2.265023, -0.230545, 0.498284], [-1.841164, 0.695344, -0.441262], [-0.584434, 0.967694, -1.039751], [0.575987, 0.085397, -0.701164], [-4.026822, -1.388904, 0.767196], [-3.834197, -0.059065, 2.081045], [-4.357683, 0.377701, 0.468343], [-1.518909, -0.814513, 1.008714], [-2.527540, 1.445580, -0.888672], [-0.508423, 1.850297, -1.637326], [1.087381, -0.284793, -1.589105], [1.264629, 0.587380, -0.055975], [4.555512, 0.825571, 0.192441], [0.296606, -0.665335, 0.029365], [3.606165, 0.724294, 0.112658], [3.318294, -0.377835, 0.019116], [3.220731, -2.171050, 0.652472], [2.640381, -1.501785, 0.271294]], "forces_ev_per_angstrom": [[0.4886, 1.8908, -0.5068], [-0.3556, 1.3630, -0.0363], [-1.1681, 1.4970, -1.1048], [1.3401, -2.9774, 2.8541], [-2.1882, 0.5623, -0.4208], [-0.1542, 0.0855, 0.4541], [0.5195, -0.9571, -1.0287], [0.5195, -0.8797, 0.1401], [0.1998, -0.4842, -0.0814], [-0.5131, -0.9349, 0.8194], [0.1379, 0.2434, -0.6019], [0.3997, -0.0407, 0.2348], [1.4712, 1.1997, 0.0416], [0.0458, -0.0891, -0.0482], [-0.1295, -0.7188, -0.6407], [-0.3476, -0.3992, -0.4974], [0.0209, 0.6938, 0.9136], [-0.0869, 0.2051, -0.0804], [-0.2000, -0.2595, -0.4105]]}

=====

{"formula": "C5H5N5S", "method": "the ωB97M-V functional and the def2-TZVPD basis", "total_energy_ha": -865.409596, "homo_ha": -0.3311, "relative_energy_kj_mol": 198.4, "symbols": ["C", "C", "C", "C", "C", "H", "H", "H", "H", "H", "N", "N", "N", "N", "N", "S"], "coordinates": [[-0.607961, 2.812177, 0.230238], [-0.938339, 0.083001, 0.194685], [-1.055488, -2.077094, 0.890138], [0.721625, -1.582552, -0.178493], [0.340053, -0.278158, -0.401032], [0.245128, 2.646171, -0.418356], [-0.368721, 2.805941, 1.283777], [-1.466830, 3.855251, 0.061724], [-1.522589, -2.919453, 1.578005], [2.596198, -2.257889, -1.101989], [-1.568810, -0.867252, 0.820324], [0.155838, -2.523899, 0.434035], [1.897675, -1.484196, -0.870464], [2.222585, -0.289945, -1.384681], [1.202954, 0.528709, -1.100942], [-1.853317, 1.549188, -0.036969]], "forces_ev_per_angstrom": [[-3.3257, 2.5816, -0.2438], [1.7177, -0.0183, -1.7030], [1.1988, -3.6767, 2.1693], [3.5693, 4.2606, -3.4942], [-3.8838, 3.4318, 1.6118], [-0.0903, 0.7736, -0.2040], [0.2716, 0.2075, 0.1202], [3.4252, -2.8983, 0.2244], [0.3044, 2.1751, -1.6650], [-1.4998, 1.4614, 0.7099], [-1.1735, -0.9806, 0.6361], [-3.4066, -1.9346, 1.9593], [3.8715, -3.4804, -1.0654], [-2.5689, 0.8362, 0.7952], [1.5590, -2.4668, 0.0330], [0.0311, -0.2722, 0.1160]]}